[1]
This record from the Open Molecules 2025 dataset describes a single C6H5NOS2 molecule. The level of theory is the ωB97M-V functional and the def2-TZVPD basis.

```
! wB97M-V def2-TZVPD RIJCOSX def2/J DEFGRID3
* xyz 0 1
C 2.62 1.68 0.03
C 1.54 0.85 -0.03
C 1.93 -0.56 -0.01
C 3.30 -0.72 -0.06
C -0.59 0.05 -0.02
C -2.03 -0.05 -0.09
N 0.20 1.10 -0.06
O 4.02 -1.84 -0.26
S 4.09 0.80 0.09
S 0.46 -1.44 0.07
H 2.62 2.79 0.21
H -2.37 0.91 0.38
H -2.54 -0.20 -1.04
H -2.46 -1.02 0.46
H 3.69 -2.15 -1.11
*
```

Properties
LUMO energy, eV: 0.4
Highest occupied orbital energy, eV: -8.0214
ΔE to the lowest compared entry with this formula, charge and spin, kcal per mole: 19.3
Kohn-Sham gap, eV: 8.42
E_tot, a.u.: -1157.96628



[2]
This record from the Open Molecules 2025 dataset describes a single C5H6O molecule. The level of theory is the ωB97M-V functional and the def2-TZVPD basis.

```
! wB97M-V def2-TZVPD RIJCOSX def2/J DEFGRID3
* xyz 0 1
C -1.76 1.03 1.33
C -0.39 0.63 1.17
C 0.01 -0.01 0.05
C -0.43 -0.30 -1.36
O 0.87 -0.86 -1.66
C 1.30 -0.68 -0.31
H -1.80 1.51 2.34
H 0.41 0.78 1.90
H -1.24 -1.01 -1.51
H -0.62 0.61 -1.95
H 2.21 -0.07 -0.20
H 1.45 -1.63 0.22
*
```

Properties
LUMO energy, eV: -1.0
Highest occupied orbital energy, eV: -8.4856
ΔE to the lowest compared entry with this formula, charge and spin, kcal per mole: 120.9
Kohn-Sham gap, eV: 7.48
E_tot, a.u.: -269.15355



[3]
This record from the Open Molecules 2025 dataset describes 2 unconnected molecules or ions with the total composition C4H5NO. The level of theory is the ωB97M-V functional and the def2-TZVPD basis.

```
! wB97M-V def2-TZVPD RIJCOSX def2/J DEFGRID3
* xyz 0 1
C 0.18 0.85 -0.60
C 2.98 -0.55 0.19
C 1.03 1.80 -0.86
C -1.21 -1.06 0.30
N -0.69 -0.05 -0.49
O 3.42 0.01 1.09
H 0.89 2.70 -0.25
H 1.77 1.88 -1.66
H -2.00 -0.66 0.97
H -1.86 -1.75 -0.38
H -0.47 -1.67 0.83
*
```

Properties
LUMO energy, eV: 0.9
Highest occupied orbital energy, eV: -8.3339
ΔE to the lowest compared entry with this formula, charge and spin, kcal per mole: 58.2
Kohn-Sham gap, eV: 9.26
E_tot, a.u.: -285.32182